{
  "formula": "C16H23N3O5S",
  "method": "ωB97M-V/def2-TZVPD",
  "species": ["C", "C", "C", "C", "C", "C", "C", "N", "O", "S", "O", "O", "O", "C", "O", "H", "H", "H", "H", "H", "H", "H", "H", "H", "C", "C", "C", "C", "N", "H", "H", "H", "H", "H", "H", "H", "C", "C", "C", "C", "N", "H", "H", "H", "H", "H", "H", "H"],
  "coordinates": [[0.4466, -3.4554, 2.3272], [-0.7085, -2.4087, 2.3825], [-0.8137, -1.3476, 1.2141], [-1.4044, -1.8093, -0.0129], [-1.5568, -0.8331, -1.1025], [-1.1058, 0.5291, -0.8458], [-0.4912, 0.7792, 0.4897], [-0.3457, -0.1104, 1.4940], [-0.6217, -1.7645, 3.6844], [-1.8668, -2.1338, 4.6912], [-2.7659, -1.0097, 4.5484], [-1.5118, -2.5029, 6.0334], [-2.5855, -3.3130, 3.7811], [-2.2055, -2.9800, 2.4070], [-2.3882, -4.1918, 1.7194], [0.3506, -4.0918, 3.2481], [1.4123, -2.8852, 2.3366], [0.3259, -4.0533, 1.3914], [-1.7605, -2.8362, -0.2231], [-2.0294, -1.1152, -2.0632], [-1.2078, 1.3253, -1.5998], [-0.1360, 1.8169, 0.6921], [-2.9472, -2.1726, 2.1626], [-2.9185, -4.8111, 2.2490], [4.2464, -1.2789, -3.0672], [3.4095, -0.5889, -1.9960], [2.3772, -1.5152, -1.3501], [1.3528, -1.9532, -2.2976], [0.5450, -2.2980, -3.0389], [3.6292, -1.6094, -3.9055], [4.9971, -0.5906, -3.4595], [4.7663, -2.1492, -2.6592], [2.9126, 0.2821, -2.4306], [4.0787, -0.2171, -1.2159], [1.8899, -0.9846, -0.5262], [2.8751, -2.3858, -0.9150], [-1.1585, 5.6198, 0.0419], [-0.5949, 5.8382, -1.3575], [-0.6925, 4.5954, -2.2454], [0.1363, 3.4947, -1.7525], [0.7816, 2.6273, -1.3624], [-0.5918, 4.8621, 0.5877], [-1.1101, 6.5466, 0.6158], [-2.2032, 5.3030, -0.0009], [0.4452, 6.1651, -1.2810], [-1.1496, 6.6503, -1.8345], [-0.3686, 4.8541, -3.2567], [-1.7336, 4.2701, -2.3208]],
  "forces_ev_per_angstrom": [[-0.83, 0.55, -0.16], [-1.40, -0.07, -0.37], [0.29, -1.33, -0.15], [0.42, 2.48, -1.11], [0.90, 1.11, 2.35], [0.12, -2.59, 2.15], [-0.92, 0.33, -1.76], [-0.89, -0.32, -2.15], [-0.51, -0.98, 0.88], [-1.94, 2.40, -0.63], [0.77, -0.93, 0.34], [0.37, -0.60, -1.99], [2.49, 0.89, 1.11], [-1.02, -1.11, 0.74], [0.34, 0.62, -0.24], [0.25, 0.44, -1.00], [-0.85, -0.64, -0.01], [0.31, 0.35, 0.83], [0.41, 0.70, 0.62], [0.48, 0.16, 0.78], [0.13, -0.69, 0.69], [-0.28, -1.11, -0.11], [0.83, -0.75, -0.43], [0.18, 0.55, -0.09], [-0.02, 0.03, -0.04], [0.30, 0.06, -0.26], [0.08, 0.34, 0.24], [-0.08, -0.18, 0.01], [0.15, 0.06, 0.04], [0.01, -0.03, 0.05], [-0.02, -0.06, 0.00], [-0.01, 0.01, -0.04], [-0.07, -0.05, 0.14], [-0.15, -0.01, 0.05], [-0.16, -0.09, -0.08], [-0.10, -0.06, -0.12], [0.05, 0.00, 0.02], [-0.10, 0.18, 0.35], [0.03, 0.34, -0.18], [0.06, -0.02, -0.07], [0.24, 0.51, -0.25], [-0.04, 0.00, -0.03], [-0.02, -0.06, 0.00], [0.03, 0.00, 0.02], [-0.03, -0.06, -0.11], [0.06, -0.10, -0.11], [0.04, -0.18, 0.03], [0.08, -0.12, 0.07]],
  "e_homo_ha": -0.3451,
  "e_above_lowest_ev": 3.480
}

---

{
  "formula": "C26H66Br2N8O14",
  "method": "ωB97M-V/def2-TZVPD",
  "species": ["C", "C", "O", "N", "H", "H", "C", "H", "H", "H", "H", "H", "H", "C", "C", "O", "N", "H", "H", "C", "H", "H", "H", "H", "H", "H", "C", "C", "O", "N", "H", "H", "C", "H", "H", "H", "H", "H", "H", "C", "C", "O", "N", "H", "H", "C", "H", "H", "H", "H", "H", "H", "C", "C", "O", "N", "H", "H", "C", "H", "H", "H", "H", "H", "H", "C", "C", "O", "N", "H", "H", "C", "H", "H", "H", "H", "H", "H", "C", "C", "O", "N", "H", "H", "C", "H", "H", "H", "H", "H", "H", "C", "C", "O", "N", "H", "H", "C", "H", "H", "H", "H", "H", "H", "Br", "Br", "O", "C", "O", "O", "H", "O", "C", "O", "O", "H"],
  "coordinates": [[3.3503, 0.2207, -4.3182], [2.9222, 0.8065, -3.0814], [2.6038, 0.1004, -2.0951], [2.7969, 2.1555, -3.0465], [2.3092, 2.3560, -2.1602], [1.8446, 0.4289, -1.4860], [2.7654, 3.1448, -4.0194], [2.5744, -0.4673, -4.6343], [4.2465, -0.4376, -4.1679], [3.5365, 0.8384, -5.1391], [2.4631, 2.7764, -4.9628], [3.7777, 3.5992, -4.0544], [1.9379, 3.8793, -3.6926], [-7.0405, -2.9200, 0.1779], [-7.3020, -1.5249, 0.6230], [-7.7511, -0.6375, 0.0323], [-7.3178, -1.4054, 2.1920], [-7.3787, -2.2858, 2.7146], [-6.3923, -0.9028, 2.5191], [-8.4333, -0.4589, 2.7162], [-6.9776, -3.6335, 0.9968], [-6.3693, -2.9148, -0.7030], [-8.0109, -3.1692, -0.2961], [-9.3740, -1.0371, 2.7873], [-8.5526, 0.3782, 2.0559], [-8.0567, -0.2553, 3.7195], [0.1524, -7.8725, 4.9670], [0.2868, -6.9157, 3.8509], [-0.5367, -6.2172, 3.3673], [1.7907, -6.7997, 3.4016], [2.4131, -7.4652, 3.9637], [1.8787, -7.1427, 2.3993], [2.2205, -5.3111, 3.4354], [0.6722, -8.8168, 4.7694], [-0.8892, -8.0192, 5.2908], [0.7206, -7.3665, 5.7662], [1.5674, -4.7134, 2.7993], [3.2867, -5.2635, 3.1457], [2.1216, -4.9603, 4.4858], [7.6097, -0.8280, 2.7086], [6.5452, 0.1724, 3.1721], [5.3950, 0.0507, 2.7378], [6.8845, 1.1577, 4.0607], [7.8641, 1.2895, 4.2802], [4.3879, -0.7206, 1.6495], [5.8602, 2.0327, 4.6210], [8.5134, -0.3370, 2.3359], [7.1025, -1.5538, 1.9524], [7.9144, -1.3712, 3.5658], [5.1777, 2.4172, 3.8522], [6.2955, 2.8835, 5.1323], [5.3133, 1.5058, 5.3859], [0.4429, -8.7196, -6.7945], [-1.0125, -8.5511, -6.6954], [-1.5974, -7.6530, -6.2142], [-1.9132, -9.5907, -7.4630], [-1.7799, -9.3165, -8.4603], [-1.5906, -10.5757, -7.2966], [-3.3471, -9.4768, -7.0226], [0.6865, -9.6284, -6.1919], [0.9176, -7.8307, -6.3013], [0.8269, -8.7124, -7.8412], [-3.4447, -9.8223, -6.0219], [-4.0593, -10.1703, -7.5202], [-3.7481, -8.4612, -7.0512], [-3.9521, 9.0698, -1.7045], [-2.4312, 9.1118, -1.7664], [-1.6942, 9.7563, -1.0508], [-1.7741, 8.1120, -2.6336], [-0.8917, 7.8357, -2.1271], [-2.4406, 7.3609, -2.6487], [-1.5097, 8.6414, -4.0530], [-4.1118, 9.7005, -0.8048], [-4.4011, 8.0596, -1.4955], [-4.3318, 9.5009, -2.6633], [-0.8648, 7.9434, -4.5066], [-1.0928, 9.6264, -3.9077], [-2.5168, 8.7407, -4.5838], [1.7984, 7.2492, 2.2748], [1.7115, 5.7217, 1.8187], [2.6811, 5.0218, 1.8124], [0.2878, 5.2534, 1.4100], [0.1799, 5.5255, 0.4149], [0.1733, 4.2298, 1.4377], [-0.8256, 5.8227, 2.2174], [2.8595, 7.5138, 2.2535], [1.3627, 7.3121, 3.2579], [1.2099, 7.8058, 1.5624], [-0.8209, 6.8661, 1.9782], [-0.6392, 5.7829, 3.2657], [-1.7544, 5.2529, 2.0057], [-0.7569, 0.0803, 3.5999], [-0.5152, -0.3301, 2.1600], [0.2928, -1.0492, 1.6572], [-1.4249, 0.4442, 1.2653], [-2.3508, 0.6020, 1.7365], [-0.8654, 1.3661, 1.3329], [-1.5674, -0.1259, -0.1235], [-0.6314, 1.1350, 3.5694], [-0.1659, -0.4330, 4.3497], [-1.8179, 0.0174, 3.8874], [-1.2759, 0.5633, -0.9309], [-2.5841, -0.4959, -0.2205], [-0.8492, -0.9344, -0.1631], [0.7232, 5.6732, -1.9461], [-4.6996, 0.5075, 2.3117], [2.6856, -2.8209, 0.1792], [3.1603, -2.1667, 1.2721], [3.0159, -2.5978, 2.3566], [3.6896, -1.0048, 1.0171], [2.9592, -2.3826, -0.5854], [2.5112, 2.3233, 0.4315], [1.1484, 2.1207, 0.3749], [0.3660, 2.3684, 1.3428], [0.7679, 1.6449, -0.7937], [2.8721, 2.7175, 1.2558]],
  "forces_ev_per_angstrom": [[1.22, -3.27, -0.03], [-0.16, 5.30, -1.84], [-1.11, -1.91, 1.84], [-1.38, -4.70, 3.90], [0.35, 0.64, -0.22], [0.82, 0.91, -0.26], [-0.24, 2.92, -0.20], [-0.27, -0.29, -0.01], [-0.65, 0.58, -0.01], [0.37, 1.41, -0.80], [-0.05, -0.44, -1.13], [-0.85, 0.24, -0.32], [1.65, -0.76, -0.54], [-1.05, 0.20, -1.28], [-0.52, -1.97, 2.31], [-0.06, 1.70, -1.09], [0.27, 1.79, 0.58], [0.07, 0.12, -0.52], [-0.71, -0.53, -0.91], [0.44, -1.99, 0.46], [0.97, 0.01, -0.31], [0.18, -0.42, 0.98], [0.24, 0.04, 0.11], [0.53, 0.33, -0.15], [0.28, 0.38, -0.07], [-0.47, 0.64, -0.16], [0.25, 0.05, 0.54], [-0.77, -0.17, 0.02], [1.13, -0.24, -0.19], [0.49, -0.37, -1.02], [-0.99, 1.42, -0.70], [-0.28, 0.53, 1.34], [0.70, -0.41, 0.97], [-0.23, 0.08, 0.01], [0.50, 0.09, -0.31], [-0.21, -0.33, 0.20], [0.21, -0.35, -0.08], [-0.77, 0.09, -0.03], [0.06, -0.31, -0.71], [-1.28, 0.05, -1.19], [0.33, 0.09, -0.29], [-0.07, 0.38, 0.45], [-0.26, -0.80, -0.99], [-0.35, -0.05, 0.07], [0.06, 0.18, 0.76], [0.14, 0.24, -0.09], [-0.27, -0.10, -0.29], [1.18, 1.48, 1.28], [0.32, -0.80, 0.85], [0.23, -0.31, 0.15], [0.41, 0.07, -0.17], [-0.47, -0.30, 0.09], [1.17, 0.12, 0.57], [-0.45, 0.95, -0.53], [-0.29, -0.04, 0.37], [-0.09, -0.36, 0.13], [-0.27, -0.68, 0.56], [-0.13, 1.03, -0.54], [-1.39, -0.44, -0.42], [0.32, 0.46, -0.84], [-0.57, -0.88, -0.32], [-0.38, -0.58, 0.70], [0.53, -0.03, 1.09], [1.00, 0.50, -0.56], [0.54, -0.17, -0.34], [0.60, 0.47, 0.31], [0.68, 0.67, 2.39], [-1.40, -0.88, -1.52], [0.42, 0.70, -0.26], [-0.38, -0.34, -0.78], [0.17, -1.09, -0.34], [-2.35, 0.53, 0.82], [-0.59, -0.13, -0.91], [0.69, 0.82, -0.48], [-0.13, -0.26, 0.94], [0.75, -0.60, -0.71], [0.38, 0.12, -0.23], [1.48, -0.30, 0.71], [-0.18, -2.51, -1.21], [1.49, 1.71, 1.01], [-2.03, -0.08, -0.35], [0.55, -0.34, 0.64], [0.17, -0.01, -0.60], [0.79, -0.44, -0.12], [-0.20, -0.05, -0.53], [-0.39, -0.01, 0.08], [-0.04, 0.24, 0.42], [-0.04, 0.55, -0.12], [-0.85, 0.55, -0.25], [0.40, -0.47, 0.76], [0.58, 0.71, -0.11], [-0.70, -0.85, -0.54], [-0.17, -0.66, 0.55], [-0.31, 0.26, 0.70], [-0.11, 0.49, 0.01], [0.15, -0.26, -0.40], [-0.39, -0.11, -0.95], [0.19, 0.19, 0.10], [0.70, 1.12, 0.42], [0.34, 0.12, -0.26], [0.10, -0.46, -0.40], [-0.37, 0.09, 0.79], [0.00, 0.09, -0.02], [-0.07, -0.27, -0.10], [-0.52, 0.34, 0.51], [0.19, -0.27, -0.02], [-0.47, -0.89, 2.20], [-0.43, 0.49, -1.05], [-0.28, -1.74, 2.24], [0.42, 0.61, -1.89], [0.74, 1.30, -2.06], [-1.17, 0.02, 0.36], [0.14, -1.08, -2.85], [1.07, 0.39, -0.43], [1.29, 0.72, 3.05], [-0.83, -0.22, -0.40]],
  "total_charge": 4,
  "e_homo_ha": -0.5504,
  "e_above_lowest_ev": 0.000
}

---

{
  "formula": "C4H12N2S",
  "method": "ωB97M-V/def2-TZVPD",
  "species": ["N", "C", "C", "C", "S", "C", "N", "H", "H", "H", "H", "H", "H", "H", "H", "H", "H", "H", "H"],
  "coordinates": [[-1.9299, -0.1349, -0.3118], [-0.4615, 0.0121, -0.2212], [0.0614, -0.7714, 0.9598], [0.9832, 0.0874, 1.8352], [0.3326, 1.8564, 2.2236], [0.2682, -0.3424, -1.5629], [0.1200, 0.7172, -2.4630], [-2.2161, -0.3882, 0.5751], [-2.1464, -0.9028, -0.8324], [-0.3023, 0.9994, 0.2090], [-0.7107, -1.0910, 1.5115], [0.5853, -1.6872, 0.5618], [1.0126, -0.1320, 2.8447], [1.9880, 0.0708, 1.5962], [1.5834, 2.2360, 2.4708], [1.3536, -0.3088, -1.2493], [-0.2175, -1.2913, -1.8867], [0.5454, 0.3565, -3.4012], [-0.8493, 0.7141, -2.8594]],
  "forces_ev_per_angstrom": [[1.60, 2.66, -0.69], [-0.57, -0.08, 0.24], [3.86, -0.05, -1.88], [-2.11, 0.90, 0.15], [0.56, -0.72, -0.73], [-0.18, 0.27, 3.56], [-0.63, 0.14, -5.42], [-1.14, -0.17, 2.24], [-0.74, -2.61, -2.14], [0.08, 0.64, -1.69], [-2.85, -1.26, 2.21], [-0.17, 0.69, 0.75], [-0.23, -1.79, 1.88], [1.97, 0.57, -1.33], [0.08, 0.38, 0.16], [-0.95, -1.06, -0.64], [1.06, -0.02, 0.19], [-0.15, 1.10, 2.00], [0.52, 0.41, 1.15]],
  "e_homo_ha": -0.3206,
  "e_above_lowest_ev": 2.064
}

---

| no. | orbital gap (eV) | LUMO (eV) |
| --- | --- | --- |
| 1 | 9.96 | 0.570 |
| 2 | 7.88 | -7.093 |
| 3 | 9.63 | 0.904 |